C7H9N | wB97M-V/def2-TZVPD

Highest occupied orbital energy (eV): -6.6
HOMO-LUMO gap (eV): 5.6
Relative energy (zero: lowest compared OMol25 entry of this formula, charge and spin) (eV): 10.7048
Calculated total energy (hartree): -326.49758

Last column: Löwdin charge in e.
CARTESIAN COORDINATES (ANGSTROEM)
N1 0.35 -1.28 0.24  0.141
C1 -0.73 -1.03 -0.62  -0.411
C2 -0.01 0.97 1.32  0.040
C3 -1.64 0.04 -0.88  -0.075
C4 0.77 -0.23 1.11  -0.346
C5 -2.02 -0.84 0.23  -0.095
C6 1.82 1.07 -0.82  -0.017
C7 1.01 1.12 0.48  -0.096
H1 1.81 1.93 -1.49  0.080
H2 2.77 0.90 -0.33  0.088
H3 -1.66 0.25 -1.94  0.066
H4 -0.23 1.42 2.26  0.111
H5 -2.19 -0.33 1.18  0.089
H6 -0.72 -1.86 -1.34  0.129
H7 1.60 -0.52 1.76  0.125
H8 -2.51 -1.83 0.26  0.096
H9 1.57 0.21 -1.43  0.075

---

C7H9N | wB97M-V/def2-TZVPD

Highest occupied orbital energy (eV): -8.6
HOMO-LUMO gap (eV): 9.6
Relative energy (zero: lowest compared OMol25 entry of this formula, charge and spin) (eV): 2.5328
Calculated total energy (hartree): -326.79789

Last column: Löwdin charge in e.
CARTESIAN COORDINATES (ANGSTROEM)
N1 0.86 -0.60 -1.19  0.036
C1 -2.47 -0.30 -0.08  0.059
C2 0.71 1.56 -0.08  -0.035
C3 -0.62 1.39 -0.02  -0.070
C4 -1.17 0.02 -0.04  -0.273
C5 1.13 -0.64 0.91  -0.100
C6 -0.04 -1.02 -0.04  -0.244
C7 1.54 0.28 -0.21  -0.329
H1 -3.28 0.43 -0.23  0.067
H2 -2.76 -1.34 -0.11  0.051
H3 1.53 -1.38 -1.34  0.109
H4 -0.43 -2.02 -0.02  0.129
H5 1.17 2.55 -0.08  0.103
H6 0.83 -0.24 1.92  0.122
H7 -1.39 2.24 -0.08  0.129
H8 2.57 0.56 -0.41  0.130
H9 1.81 -1.50 1.12  0.113

---

C7H9N | wB97M-V/def2-TZVPD

Highest occupied orbital energy (eV): -8.2
HOMO-LUMO gap (eV): 8.6
Relative energy (zero: lowest compared OMol25 entry of this formula, charge and spin) (eV): 12.5607
Calculated total energy (hartree): -326.42938

Last column: Löwdin charge in e.
CARTESIAN COORDINATES (ANGSTROEM)
N1 1.80 -0.74 -0.74  -0.061
C1 -2.57 0.06 -0.23  -0.207
C2 1.68 -1.07 0.59  -0.203
C3 -1.53 0.93 -0.08  -0.186
C4 0.37 -0.65 -0.24  -0.211
C5 0.94 1.69 -0.02  -0.095
C6 -3.30 -0.94 -0.07  0.054
C7 -0.23 0.69 -0.08  -0.405
H1 1.40 -2.10 0.90  0.114
H2 1.77 -1.42 -1.48  0.117
H3 -3.83 -2.06 0.43  0.150
H4 2.34 0.72 0.25  0.225
H5 -1.87 1.95 0.24  0.125
H6 -0.45 -1.34 -0.42  0.122
H7 1.94 -0.39 1.45  0.104
H8 0.96 1.96 -1.54  0.190
H9 0.58 2.72 1.04  0.166

---

C7H9N | wB97M-V/def2-TZVPD

Highest occupied orbital energy (eV): -7.7
HOMO-LUMO gap (eV): 8.7
Relative energy (zero: lowest compared OMol25 entry of this formula, charge and spin) (eV): 1.1025
Calculated total energy (hartree): -326.85046

Last column: Löwdin charge in e.
CARTESIAN COORDINATES (ANGSTROEM)
N1 1.59 -0.12 -0.14  0.064
C1 -0.66 1.56 -2.53  0.003
C2 0.47 1.25 -1.89  -0.113
C3 0.44 0.39 -0.71  -0.293
C4 1.24 -0.69 1.10  -0.070
C5 -0.12 -0.66 1.20  -0.295
C6 -0.63 0.04 0.08  -0.006
C7 -0.94 -1.44 2.19  -0.059
H1 1.39 1.79 -2.11  0.095
H2 -0.64 -2.49 2.15  0.075
H3 -1.55 0.94 -2.49  0.055
H4 2.51 0.23 -0.24  0.131
H5 -0.86 -1.05 3.20  0.072
H6 -0.66 2.37 -3.25  0.050
H7 2.01 -1.06 1.75  0.112
H8 -1.61 0.35 -0.22  0.107
H9 -2.00 -1.41 1.92  0.073

---

C7H9N | wB97M-V/def2-TZVPD

Highest occupied orbital energy (spin up / spin down) (eV): -6.7 / -7.6
HOMO-LUMO gap (spin up / spin down) (eV): 6.8 / 7.6
Relative energy (zero: lowest compared OMol25 entry of this formula, charge and spin) (eV): 3.9930
Calculated total energy (hartree): -326.74423

Last column: Löwdin charge in e.
CARTESIAN COORDINATES (ANGSTROEM)
N1 0.10 0.40 -0.29  -0.080
C1 -2.30 0.30 -0.56  0.068
C2 -1.10 -0.31 -0.36  -0.352
C3 0.04 1.85 -0.12  0.001
C4 0.49 -1.74 0.25  -0.056
C5 -0.82 -1.68 -0.16  -0.017
C6 2.62 -0.29 0.60  0.107
C7 1.03 -0.46 0.11  -0.259
H1 3.12 0.71 0.66  0.021
H2 -1.62 -2.43 -0.13  0.123
H3 2.91 -1.28 0.92  0.000
H4 -2.47 1.36 -0.86  0.060
H5 -3.14 -0.38 -0.41  0.058
H6 -0.96 2.20 -0.26  0.055
H7 0.97 -2.65 0.34  0.087
H8 0.82 2.31 -0.67  0.075
H9 0.31 2.10 0.94  0.109

---

C7H9N | wB97M-V/def2-TZVPD

Highest occupied orbital energy (eV): -8.1
HOMO-LUMO gap (eV): 8.9
Relative energy (zero: lowest compared OMol25 entry of this formula, charge and spin) (eV): 7.2065
Calculated total energy (hartree): -326.62614

Last column: Löwdin charge in e.
CARTESIAN COORDINATES (ANGSTROEM)
N1 1.23 1.72 0.50  -0.106
C1 -0.07 0.24 -1.18  -0.027
C2 0.77 0.35 1.37  -0.121
C3 -1.03 -1.23 0.53  -0.059
C4 2.17 0.54 0.71  -0.232
C5 -0.14 -0.28 0.23  -0.297
C6 -2.02 -1.11 -0.73  -0.233
C7 -1.22 -0.42 -1.81  -0.088
H1 -2.59 -2.10 -1.01  0.111
H2 1.73 2.56 1.19  0.141
H3 -0.98 -1.80 1.53  0.129
H4 3.12 1.08 1.42  0.153
H5 0.59 0.70 2.43  0.128
H6 2.44 0.00 -0.30  0.118
H7 -3.03 -0.52 -0.18  0.181
H8 -1.49 -0.59 -3.00  0.143
H9 0.55 0.86 -1.69  0.058

---

C7H9N | wB97M-V/def2-TZVPD

Highest occupied orbital energy (eV): -7.8
HOMO-LUMO gap (eV): 8.7
Relative energy (zero: lowest compared OMol25 entry of this formula, charge and spin) (eV): 4.3754
Calculated total energy (hartree): -326.73018

Last column: Löwdin charge in e.
CARTESIAN COORDINATES (ANGSTROEM)
N1 0.02 -2.25 0.35  0.128
C1 -0.01 2.48 0.63  0.007
C2 -0.15 1.26 0.18  -0.077
C3 1.43 -0.28 -0.03  -0.073
C4 0.23 -0.92 0.07  -0.330
C5 -2.20 -0.14 -0.48  -0.039
C6 2.64 -0.17 -0.53  -0.001
C7 -0.78 0.08 -0.05  -0.249
H1 -2.80 -0.59 0.31  0.079
H2 0.86 -2.80 0.51  0.097
H3 -0.73 2.93 1.31  0.056
H4 -0.73 -2.47 0.99  0.095
H5 3.03 -0.89 -1.24  0.052
H6 3.29 0.65 -0.26  0.046
H7 -2.26 -0.80 -1.35  0.080
H8 0.84 3.09 0.33  0.050
H9 -2.67 0.81 -0.74  0.080

---

C7H9N | wB97M-V/def2-TZVPD

Highest occupied orbital energy (eV): -8.5
HOMO-LUMO gap (eV): 9.7
Relative energy (zero: lowest compared OMol25 entry of this formula, charge and spin) (eV): 8.5759
Calculated total energy (hartree): -326.57581

Last column: Löwdin charge in e.
CARTESIAN COORDINATES (ANGSTROEM)
N1 0.64 -1.23 0.57  -0.002
C1 -0.58 -0.93 -0.24  -0.247
C2 1.71 -0.94 -0.43  -0.076
C3 -1.19 0.37 0.49  -0.179
C4 -2.01 -0.84 -0.13  -0.069
C5 -0.38 1.50 -0.23  -0.116
C6 1.22 0.03 0.69  -0.330
C7 0.86 1.29 0.00  -0.147
H1 -1.56 0.85 1.56  0.186
H2 -2.49 -1.12 -1.02  0.079
H3 -2.37 -1.07 0.96  0.137
H4 1.68 1.94 -0.55  0.162
H5 -0.48 -0.41 -1.17  0.112
H6 1.54 -0.35 -1.40  0.129
H7 2.48 -1.77 -0.33  0.116
H8 1.62 0.15 1.70  0.143
H9 -0.70 2.52 -0.47  0.102

---

C7H9N | wB97M-V/def2-TZVPD

Highest occupied orbital energy (eV): -6.0
HOMO-LUMO gap (eV): 4.8
Relative energy (zero: lowest compared OMol25 entry of this formula, charge and spin) (eV): 7.4611
Calculated total energy (hartree): -326.61678

Last column: Löwdin charge in e.
CARTESIAN COORDINATES (ANGSTROEM)
N1 0.73 1.13 0.05  0.083
C1 1.39 -1.15 -0.05  -0.122
C2 -1.53 1.18 0.15  -0.012
C3 2.74 -0.99 0.02  0.051
C4 -0.41 1.90 0.34  -0.113
C5 -1.11 -0.31 -0.08  -0.324
C6 0.35 -0.23 0.05  -0.182
C7 -2.35 -1.24 -0.27  -0.084
H1 -0.21 2.93 0.62  0.109
H2 3.22 -0.14 0.50  0.052
H3 3.48 -1.73 -0.24  0.058
H4 -2.51 -1.95 0.54  -0.017
H5 -2.42 1.41 -0.41  0.107
H6 1.04 -2.16 -0.30  0.117
H7 -2.54 -1.57 -1.28  -0.015
H8 1.56 1.24 0.63  0.134
H9 -1.31 -0.31 -1.17  0.157

---

C7H9N | wB97M-V/def2-TZVPD

Highest occupied orbital energy (eV): -8.6
HOMO-LUMO gap (eV): 9.7
Relative energy (zero: lowest compared OMol25 entry of this formula, charge and spin) (eV): 7.6189
Calculated total energy (hartree): -326.61098

Last column: Löwdin charge in e.
CARTESIAN COORDINATES (ANGSTROEM)
N1 1.43 -1.18 0.46  -0.006
C1 0.76 1.18 -0.08  -0.078
C2 -0.93 1.06 0.00  -0.154
C3 -1.64 -1.17 0.00  -0.035
C4 1.81 -0.01 -0.44  -0.170
C5 0.01 0.43 0.93  -0.249
C6 -0.07 -0.97 0.16  -0.198
C7 -1.98 0.06 -0.25  -0.133
H1 1.09 2.23 0.12  0.127
H2 1.73 -2.02 0.04  0.070
H3 1.59 -0.18 -1.63  0.147
H4 -0.02 0.65 1.94  0.127
H5 -2.96 0.36 -0.52  0.099
H6 -1.21 2.03 0.39  0.113
H7 2.80 0.40 -0.30  0.094
H8 -0.14 -0.75 -0.95  0.115
H9 -2.28 -2.12 0.15  0.132

---

C7H9N | wB97M-V/def2-TZVPD

Highest occupied orbital energy (eV): -6.2
HOMO-LUMO gap (eV): 7.0
Relative energy (zero: lowest compared OMol25 entry of this formula, charge and spin) (eV): 2.8520
Calculated total energy (hartree): -326.78616

Last column: Löwdin charge in e.
CARTESIAN COORDINATES (ANGSTROEM)
N1 -2.24 0.08 -0.14  -0.001
C1 -0.25 0.87 0.19  -0.223
C2 -1.57 -1.05 -0.05  -0.060
C3 2.01 0.18 0.00  -0.214
C4 1.05 1.32 -0.07  -0.062
C5 -1.58 1.24 0.03  -0.093
C6 -0.20 -0.64 0.40  -0.255
C7 1.11 -1.06 -0.25  -0.159
H1 2.43 0.07 1.01  0.104
H2 2.87 0.27 -0.69  0.107
H3 -3.24 0.12 -0.27  0.160
H4 -2.14 -1.97 -0.02  0.106
H5 1.30 2.39 -0.18  0.096
H6 0.99 -1.21 -1.34  0.118
H7 1.49 -2.01 0.12  0.101
H8 -0.02 -0.79 1.51  0.169
H9 -2.02 2.18 -0.27  0.108

---

C7H9N2OS | wB97M-V/def2-TZVPD

Total charge: +1
Highest occupied orbital energy (eV): -12.7
HOMO-LUMO gap (eV): 9.0
Relative energy (zero: lowest compared OMol25 entry of this formula, charge and spin) (eV): 4.8714
Calculated total energy (hartree): -854.62052

Last column: Löwdin charge in e.
CARTESIAN COORDINATES (ANGSTROEM)
S1 -3.09 1.34 0.50  1.013
O1 -0.93 -1.91 0.18  0.028
N1 0.35 -1.68 0.47  0.165
N2 0.75 0.90 0.06  0.173
C1 2.13 0.29 0.54  -0.181
C2 -3.42 0.32 -0.92  -0.350
C3 -2.63 -0.76 -1.11  -0.082
C4 -1.76 -0.85 -0.02  -0.409
C5 3.43 -0.01 -0.08  -0.019
C6 0.93 -0.55 0.55  -0.144
C7 -1.77 0.19 0.85  -0.387
H1 0.63 1.28 -0.94  0.222
H2 3.32 -0.74 -0.87  0.089
H3 -2.65 -1.49 -1.96  0.153
H4 3.84 0.81 -0.65  0.085
H5 4.08 -0.45 0.82  0.168
H6 -4.19 0.64 -1.58  0.061
H7 -1.45 0.34 1.93  0.115
H8 2.16 0.81 1.55  0.177
H9 0.26 1.50 0.69  0.121